1.
Below is C5H8N as an isolated structure at a distorted geometry, with properties calculated with ωB97M-V/def2-TZVPD.

Positions of all 14 atoms, in Å:
N 0.5090 0.0292 -0.8381
C -0.5966 -0.1812 0.2361
C -2.0122 0.2186 0.0477
C 1.3787 -0.6314 0.1087
C 1.5840 0.8035 -0.1605
C 0.3032 -0.7515 1.0587
H -2.2975 1.1842 -0.2729
H -2.5316 -0.3372 -0.7483
H 0.1317 -1.3311 1.9498
H -2.5532 -0.0986 1.0343
H 2.3348 1.0462 -0.8517
H 2.0334 -1.3468 -0.2161
H 0.5651 -0.0311 -1.9414
H 1.1513 1.4273 0.5936

orbital gap (alpha / beta) = 7.37 / 10.08 eV
relative energy (zero: lowest compared OMol25 entry of this formula, charge and spin) = 389.44 kJ/mol
HOMO (alpha / beta) = -10.8 / -17.2 eV
F_max = 0.2075 Eh/bohr
spin multiplicity = 3
total charge = +1

---

2.
Below is a 16-piece molecular cluster, C47H109Br2N15O15 overall at a distorted geometry, with properties calculated with ωB97M-V/def2-TZVPD.

Positions of all 188 atoms, in Å:
Br 5.4868 -1.5313 -3.4761
Br 4.3140 -3.5187 -0.8661
O -6.5902 2.0777 -2.3233
O 2.3938 -4.2692 8.0690
O 3.1463 7.7663 -0.9339
O 5.2573 2.4680 -0.5572
O 2.0725 -0.6987 0.7942
O -0.0849 2.2026 -4.0158
O -0.8753 -3.6796 4.8238
O -3.7667 2.9011 0.9427
O -5.9541 -0.6503 0.1562
O 0.1626 9.3519 1.9612
O 0.3046 2.7793 4.3926
O -4.4629 -1.6537 -8.2260
O -2.0955 -5.4591 -2.7151
O 0.7824 -3.5700 -1.6434
O 1.2020 -4.3825 1.3590
N 3.6029 -3.4059 6.3131
N 0.3695 -1.8024 4.4095
N 0.9166 -6.5546 0.5024
N -3.4302 -6.0405 -0.9362
N 2.0663 2.3594 -4.8264
N -2.8650 -1.7952 -6.6014
N 0.0650 7.1412 1.6261
N 0.2160 -0.0844 -0.5619
N -3.9583 -1.1887 1.1266
N 3.5042 6.0450 0.5066
N 1.5260 -3.7159 -3.7618
N -1.3707 4.1269 5.0213
N -4.2809 4.2786 -0.7584
N 4.9663 1.6364 1.5213
N -5.6896 0.1660 -3.2006
C 6.2636 2.0494 2.0858
C 5.3112 -0.8200 -1.6332
C -5.0303 -0.3673 0.8860
C -0.8653 6.1327 1.2054
C 2.5044 1.1915 -4.0644
C 4.0842 1.1184 2.5364
C -4.0553 -5.7328 0.4200
C 2.6520 -4.1653 6.8899
C -0.0053 1.2348 0.0693
C 1.6813 -7.6933 -0.0263
C 3.6977 7.3278 0.1000
C 1.2204 -1.1335 3.4663
C 3.9625 -3.2837 4.8882
C -4.5982 3.3889 0.1915
C -0.3006 8.4003 1.3157
C 2.0229 -4.5902 -4.7976
C 1.8053 -2.2674 -3.7948
C -5.0022 4.5808 -1.8750
C -0.4500 -6.8558 0.7844
C 0.9941 -4.2234 -2.6462
C -0.4469 5.1132 5.6006
C -0.8216 -0.4616 -1.5288
C 3.0827 3.0616 -5.5302
C -2.6487 -0.3858 -6.4795
C -1.8588 -2.6738 -6.0491
C -4.3492 0.2735 -2.6014
C -5.8090 -0.8381 -4.2767
C 4.3456 5.4901 1.5534
C 0.7525 2.7638 -4.7737
C -3.8553 -2.5586 0.7142
C 0.0400 -3.1124 4.1908
C -6.6355 1.1072 -3.0941
C -2.6779 4.1607 5.5701
C -2.6087 -5.2236 -1.6349
C 1.5878 -5.3857 0.8114
C -2.8084 -0.8086 2.0123
C 1.2821 -0.9127 -0.1847
C -3.6426 -2.2793 -7.5791
C -0.1999 -0.9087 5.3566
C 4.5570 1.8324 0.2375
C 5.3252 -1.8450 -0.5093
C 2.6958 5.0536 -0.2747
C 4.1804 -2.4214 7.1776
C 1.0884 6.9583 2.6511
C -2.8911 4.6176 -1.0145
C -3.8795 -7.2699 -1.4232
C -0.8601 2.9273 4.6239
H 4.5389 0.5005 3.3107
H -4.0375 -0.7133 -2.2590
H -7.4482 0.8426 -3.7881
H -0.8390 -7.7008 0.2164
H -3.5670 -3.1746 1.5660
H -4.5334 4.1053 -2.7365
H -3.5847 0.6871 -3.2591
H -6.7253 -1.4252 -4.2147
H 0.5574 -0.2891 5.8369
H 4.3177 7.9171 0.7932
H 3.5205 2.4860 -6.3457
H -4.8210 -2.9751 0.4280
H 5.1066 4.8574 1.0965
H -1.7899 -0.0470 -1.2482
H 1.3524 -1.7833 -2.9295
H 2.5528 -5.5027 0.2945
H -0.8538 1.2262 0.7535
H -0.7429 -1.3711 6.1808
H -0.0596 2.0680 -0.6313
H 6.3098 -2.1949 -0.1992
H -1.1262 5.4955 2.0504
H 2.8862 -2.1936 -3.6751
H -4.3488 0.8533 -1.6784
H -2.3485 4.7285 -0.0756
H 4.8484 -1.3639 0.3447
H -3.4428 3.7972 4.8840
H -0.5372 0.0247 -2.4619
H 1.4889 -7.8741 -1.0838
H 3.8088 -2.2560 4.5592
H 1.7222 0.7415 -3.4529
H 2.6689 3.9921 -5.9188
H 4.9160 6.1907 2.1632
H -1.0167 -5.9690 0.5006
H 6.8403 1.1676 2.3648
H -0.1508 4.7900 6.5986
H -2.4774 3.8546 -1.6739
H -5.0449 5.6643 -1.9860
H 1.5314 -8.6543 0.4657
H -3.4854 -5.0325 1.0306
H -0.4810 5.3154 0.5951
H 0.8916 1.4467 0.6513
H -6.0263 4.2250 -1.7623
H 3.3161 4.4468 -0.9343
H 2.4226 4.2516 0.4110
H -3.1462 -2.6424 -0.1093
H -1.7986 -0.0562 -7.0769
H 4.4087 -0.2212 -1.5106
H 5.0455 -3.3719 4.9744
H -1.9188 -3.6428 -6.5447
H -2.6165 0.2498 2.1890
H 3.7087 4.9890 2.2823
H 0.6697 -3.5902 3.4245
H -0.7841 -0.2578 4.7060
H -5.0407 -1.6009 -4.1499
H 2.0570 7.4091 2.4350
H -2.7450 3.7771 6.5882
H 3.1077 -4.4990 -4.7440
H 1.7876 -1.8244 2.8425
H -2.3557 -0.2717 -5.4359
H 6.7776 2.7364 1.4136
H -4.1716 -6.6516 0.9947
H 0.7735 7.3974 3.5977
H 1.8793 5.5016 -0.8410
H -0.7422 -1.5315 -1.7212
H 0.4713 5.2719 5.0351
H 4.8273 -1.7599 6.6013
H -1.5777 2.0924 4.6099
H 3.3418 1.4478 -3.4154
H 6.0189 2.6042 2.9916
H -1.9927 -2.7244 -4.9685
H -2.4508 -4.2573 -1.1313
H -5.6867 3.2608 0.0865
H -2.8562 5.5698 -1.5438
H 4.9189 -2.9191 7.8060
H 3.4186 -3.9221 4.1920
H -1.8310 -1.0784 1.6122
H -5.0421 -5.3752 0.1260
H -4.9353 0.6051 1.3936
H 3.5970 1.9944 2.9647
H 1.5596 -4.1436 -5.6773
H -0.8106 -2.4398 -6.2351
H 1.2757 -1.9008 -0.6705
H -3.6655 -7.5318 -2.4594
H 2.2190 -4.7847 6.0892
H 3.4248 -1.8133 7.6750
H 3.8797 3.3395 -4.8405
H 2.0062 -0.5396 3.9331
H 3.5431 1.4883 -0.0189
H -1.6447 6.6025 0.6056
H -0.6191 -7.1047 1.8320
H -5.9471 -0.3550 -5.2439
H -3.5622 -3.3547 -7.8010
H 0.5289 -5.2213 -2.6466
H -3.4510 -8.1482 -0.9404
H 0.7089 -0.3262 2.9421
H 1.4399 -1.8056 -4.7120
H 0.5837 3.7988 -5.1092
H 3.3292 0.4610 2.1054
H 1.3589 5.9066 2.7453
H -1.0331 8.5552 0.5085
H -2.9397 -1.3702 2.9372
H 6.1656 -0.2101 -1.3399
H 2.7489 -7.4925 0.0630
H -4.9509 -7.3807 -1.5902
H -3.1107 5.1469 5.7380
H -0.9851 6.0439 5.7800
H -3.5986 0.1469 -6.5238
H 1.7257 -5.6246 -4.6249
H 2.8267 0.3277 -4.6458

orbital gap = 8.91 eV
HOMO = -8.8 eV
F_max = 0.0749 Eh/bohr
spin multiplicity = 1

---

3.
Below is a 2-piece molecular cluster, C2H8O3Si overall at a distorted geometry, with properties calculated with ωB97M-V/def2-TZVPD.

Positions of all 14 atoms, in Å:
Si -1.9759 1.3357 -0.6478
O -0.5501 1.6573 -1.0042
O -2.5832 0.0710 0.1657
O 2.1549 -0.1099 0.7825
C 2.5585 -0.2636 -0.6206
C -1.9213 -0.8426 0.9621
H -2.6690 -1.6204 1.1211
H -1.0686 -1.2372 0.5218
H -3.1107 1.8250 -1.2090
H 2.3134 -1.2906 -0.7787
H 3.6081 -0.2155 -0.8398
H 2.5766 0.6944 1.0494
H -1.3962 -0.3203 1.8777
H 2.0635 0.3166 -1.3802

orbital gap = 10.57 eV
relative energy (zero: lowest compared OMol25 entry of this formula, charge and spin) = 246.74 kJ/mol
HOMO = -10.3 eV
F_max = 0.0562 Eh/bohr
SMILES string = CO[SiH]=O.CO
spin multiplicity = 1